The following is a quantum chemistry calculation of one molecule with the formula C5H5NO, from the Open Molecules 2025 dataset.

Cartesian coordinates (Å):
O -0.287 0.958 2.536
C -0.519 0.131 1.753
C -1.046 -0.961 1.167
C -0.854 -1.290 -0.114
C 0.944 0.430 -0.034
C 0.023 -0.331 -0.927
N 1.213 1.648 -0.244
H -1.303 -2.144 -0.633
H 1.607 -0.162 0.611
H -0.657 0.367 -1.438
H 0.682 -0.782 -1.681
H 0.481 2.068 -0.823

Atomic forces in eV per Å
-0.135 -0.665 -0.655
-0.879 0.014 1.631
0.086 0.049 -0.202
0.661 0.684 -0.351
1.008 0.304 -1.505
-0.624 -0.778 0.134
-0.194 0.444 0.963
0.072 0.251 0.455
-0.116 0.162 -0.096
0.218 -0.147 -0.090
-0.455 -0.270 -0.007
0.357 -0.049 -0.277

Values from the calculation:
- Kohn-Sham gap (spin up / spin down): 8.84 / 8.84 eV
- LUMO energy (spin up / spin down): -0.5 / -0.5 eV
- Charge: 0
- HOMO (spin up / spin down): -9.299 / -9.299 eV

---

The following is a quantum chemistry calculation of one molecule with the formula C7H8, from the Open Molecules 2025 dataset.

Cartesian coordinates (Å):
C 0.983 -0.903 -0.922
C 0.120 -0.078 0.049
C 0.750 -0.030 1.452
C -0.078 1.291 -0.476
C -0.332 2.385 -0.909
C -1.243 -0.634 0.118
C -2.410 -0.919 0.103
H 0.501 -0.963 -1.902
H 1.112 -1.918 -0.534
H 1.966 -0.437 -1.039
H 1.729 0.457 1.407
H 0.108 0.529 2.138
H 0.874 -1.047 1.838
H -0.582 3.348 -1.296
H -3.466 -0.996 0.018

Atomic forces in eV per Å
0.074 -0.066 -0.067
-0.037 0.049 -0.019
0.056 -0.003 0.098
-0.045 0.536 -0.205
0.153 -0.404 0.159
-0.577 -0.092 -0.026
0.432 0.313 -0.080
0.088 0.026 0.145
-0.027 0.159 -0.038
-0.134 -0.056 0.036
-0.132 -0.071 -0.013
0.113 -0.068 -0.108
-0.022 0.144 -0.078
0.107 -0.146 0.072
-0.051 -0.321 0.121

Values from the calculation:
- Kohn-Sham gap: 10.79 eV
- LUMO energy: 1.0 eV
- Charge: 0
- HOMO: -9.836 eV

---

The following is a quantum chemistry calculation of a 2-piece molecular cluster, C2H8N4O2S overall, from the Open Molecules 2025 dataset.

Cartesian coordinates (Å):
C 2.362 -0.905 -0.113
C -0.840 1.479 0.300
N 0.254 0.623 0.420
N -1.656 1.492 1.376
N -0.027 -3.033 -0.272
N -1.006 2.158 -0.782
O 2.902 0.397 -0.117
O -2.066 3.134 -0.700
S 1.336 0.478 -0.698
H 2.795 -1.515 -0.962
H -0.751 -2.323 -0.234
H -1.336 0.948 2.145
H -2.604 1.610 1.313
H -0.548 -4.059 -0.349
H 0.624 -3.055 -1.045
H 2.252 -1.348 0.858
H -1.692 3.921 -1.140

Atomic forces in eV per Å
0.302 0.174 -2.598
0.087 0.884 -1.213
0.397 -0.533 0.038
2.251 -0.356 0.872
-1.524 -4.424 0.519
0.381 0.736 -0.319
0.478 1.295 0.503
0.225 -0.366 0.213
-0.695 -1.572 1.057
-0.552 0.328 1.263
0.373 0.041 -0.666
0.119 -0.355 0.351
-2.343 0.684 -0.530
1.638 3.687 0.371
-0.462 0.719 -0.232
-0.574 -0.154 0.164
-0.101 -0.787 0.208

Values from the calculation:
- Kohn-Sham gap: 8.49 eV
- LUMO energy: 0.3 eV
- Charge: 0
- HOMO: -8.201 eV